No. 1
111
Properties=species:S:1:pos:R:3:mulliken_charge:R:1 method="wB97M-V/def2-TZVPD" total_charge=-1 gap_ev=6.6 lumo_energy_ev=2.0 e_homo_ha=-0.16999 e_tot_ha=-2618.27783 mol_weight_da=693.16
C 3.1658 1.0417 4.5667 -0.75
C 2.1894 1.3068 3.7069 -0.65
C 1.0750 1.5116 2.5362 0.42
C -0.0839 0.3379 2.5818 0.36
C -0.6094 0.3384 4.1080 -0.99
C -1.0327 1.8114 4.6204 0.01
C -1.2040 2.2121 5.9920 -0.84
O 0.7732 -0.8580 2.4830 -0.44
B 0.7307 -1.3606 1.0881 0.73
C 0.6511 -3.0044 1.2864 -0.64
N 0.8447 -3.7848 0.0000 -0.49
O 1.6800 -0.8197 0.0951 -0.74
C 3.0633 -0.9979 0.5102 0.26
C 4.0379 -0.4960 -0.6756 0.04
C 5.0736 -1.6118 -1.2208 -1.22
C 4.8940 0.8347 -0.3359 0.39
C 5.5899 0.8365 1.1211 -1.12
C 3.9987 2.1737 -0.6396 -0.92
O -0.5601 -0.8321 0.6124 -0.70
C -1.1414 0.3132 1.3449 1.83
C -2.6516 -0.2025 1.5685 -1.46
C -3.6257 0.8123 2.3622 -0.54
C -3.8000 2.2696 1.6920 -0.26
Cl -4.7056 2.0829 0.0913 -0.26
C -0.8466 1.5143 0.2872 -0.66
O -1.6907 1.4612 -0.9058 -0.32
C -1.0744 2.3443 -1.9121 -0.71
H 4.0554 0.5961 5.1622 0.32
H 0.6390 2.5760 2.5602 0.57
H 1.6699 1.4242 1.5427 0.12
H -1.5411 -0.3615 4.1414 0.30
H 0.1422 -0.1309 4.8656 0.43
H -1.2647 2.6077 3.8012 0.13
H -2.0879 2.9281 6.2269 0.20
H -0.5118 1.9122 6.8654 0.26
H 1.3462 -3.3310 2.1459 0.21
H -0.4382 -3.2476 1.6437 0.00
H -0.0895 -4.0877 -0.3557 0.22
H 1.2931 -4.6875 0.2853 0.20
H 3.3143 -2.1281 0.6882 0.03
H 3.1914 -0.4371 1.5089 -0.06
H 3.3409 -0.2140 -1.5708 0.12
H 5.6477 -1.1340 -2.1195 0.33
H 5.8012 -1.9952 -0.4090 0.17
H 4.4490 -2.4671 -1.6673 0.30
H 5.7621 0.8727 -1.1159 0.38
H 6.6357 1.3504 1.1300 0.32
H 5.7839 -0.2468 1.5031 0.24
H 4.9053 1.3303 1.9154 0.17
H 4.3738 2.6833 -1.6220 0.28
H 4.1082 2.9379 0.2258 0.26
H 2.8966 1.8836 -0.8389 0.05
H -3.1233 -0.5033 0.5627 0.38
H -2.5929 -1.1746 2.2131 0.29
H -3.3716 0.9450 3.4853 0.30
H -4.6877 0.3218 2.3483 0.21
H -2.8381 2.8940 1.6265 0.29
H -4.5207 2.8648 2.3937 0.28
H -0.8916 2.5719 0.7460 0.05
H 0.2454 1.3283 -0.0869 0.53
H -1.8138 3.1735 -2.2704 0.24
H -0.1630 2.9307 -1.4754 0.26
H -0.6464 1.7304 -2.8085 0.24
C -8.1616 5.7303 3.0484 -1.51
C -6.8314 5.0922 2.7424 0.92
O -6.4198 4.1142 3.3553 -0.64
N -6.0847 5.6424 1.7459 -0.03
C -6.4062 6.7871 0.9217 -0.91
H -8.6489 5.1906 3.8612 0.23
H -8.0158 6.7674 3.3595 0.50
H -8.8061 5.6860 2.1680 0.38
H -5.2036 5.1685 1.5888 0.15
H -6.4170 6.4659 -0.1212 0.29
H -5.6284 7.5397 1.0621 0.30
H -7.3742 7.2173 1.1763 0.35
C 3.9933 -5.7301 -2.5237 -1.17
C 5.0433 -5.0714 -3.3825 0.93
O 5.2938 -3.8756 -3.3045 -0.63
N 5.7188 -5.8594 -4.2654 -0.12
C 5.5583 -7.2785 -4.4937 -1.00
H 3.5351 -4.9876 -1.8684 0.16
H 3.2139 -6.1632 -3.1546 0.34
H 4.4512 -6.5041 -1.9035 0.37
H 6.4101 -5.3592 -4.8127 0.22
H 6.5136 -7.7676 -4.2956 0.30
H 5.2835 -7.4283 -5.5392 0.27
H 4.7912 -7.7131 -3.8534 0.40
C 5.9452 -3.6405 -7.0890 -1.07
C 7.2752 -4.2885 -7.3802 0.80
O 7.6781 -5.2661 -6.7594 -0.69
N 8.0330 -3.7461 -8.3733 -0.19
C 7.7228 -2.6032 -9.2051 -0.82
H 5.4465 -4.1716 -6.2775 0.11
H 6.0954 -2.6031 -6.7826 0.35
H 5.3077 -3.6846 -7.9750 0.36
H 8.9130 -4.2241 -8.5211 0.24
H 7.7190 -2.9285 -10.2468 0.28
H 8.5023 -1.8532 -9.0614 0.28
H 6.7547 -2.1681 -8.9601 0.32
C -10.8106 2.0240 3.6844 -1.43
C -9.9833 2.4908 2.5135 0.88
O -10.2369 3.5233 1.9039 -0.67
N -8.9255 1.7185 2.1456 -0.08
C -8.4784 0.4788 2.7431 -0.81
H -11.6191 2.7327 3.8686 0.33
H -11.2485 1.0477 3.4654 0.40
H -10.1888 1.9670 4.5805 0.34
H -8.4098 2.0844 1.3546 0.17
H -7.4519 0.6155 3.0872 0.24
H -8.5049 -0.2992 1.9784 0.28
H -9.1035 0.1793 3.5837 0.34

---

No. 2
120
Properties=species:S:1:pos:R:3:mulliken_charge:R:1 method="wB97M-V/def2-TZVPD" total_charge=+2 gap_ev="7.1 / 4.7" lumo_energy_ev="-6.8 / -9.1" e_homo_ha="-0.50805 / -0.50805" e_tot_ha=-7161.90072 multiplicity=3 e_above_lowest_ev=6.207 mol_weight_da=976.14
Cu -2.3183 -14.9600 -0.1976 0.25
Cu -2.9904 -19.2059 -3.6339 0.00
S -2.6451 -17.0272 -1.9472 1.51
O -1.8313 -17.4995 -3.0190 -0.87
O -3.0947 -15.6477 -2.0700 -0.25
O -3.6937 -18.0497 -2.0602 -0.85
O -2.0047 -16.9164 -0.6342 -0.66
C -5.7015 -16.4918 -5.8316 -0.51
C -6.3588 -17.8441 -6.2241 -0.81
C -5.9493 -18.6878 -5.0230 -0.26
O -4.5144 -18.3984 -4.7954 0.94
C -4.4788 -16.9578 -5.0875 0.12
H -6.3892 -15.9035 -5.2241 0.03
H -5.3820 -15.9076 -6.6945 0.36
H -5.8418 -18.1942 -7.1176 0.26
H -7.4369 -17.8978 -6.3754 0.50
H -6.0655 -19.7172 -5.3619 0.17
H -6.6459 -18.4934 -4.2074 0.21
H -3.4899 -16.7032 -5.4689 0.52
H -4.6882 -16.5643 -4.0928 -1.17
C -1.1419 -22.7766 -2.0827 -0.76
C -1.2696 -21.9806 -0.8622 -0.56
C -1.0394 -20.5073 -1.1529 -0.58
O -1.5569 -20.4293 -2.4978 0.40
C -1.2626 -21.7107 -3.1736 -0.12
H -1.8560 -23.6000 -2.0985 0.24
H -0.1882 -23.3042 -2.0930 0.37
H -0.5612 -22.4571 -0.1846 0.38
H -2.2797 -22.1129 -0.4746 0.30
H -0.0503 -20.0491 -1.1548 0.34
H -1.5370 -19.8559 -0.4344 0.21
H -0.3470 -21.7734 -3.7617 0.36
H -2.1032 -21.9037 -3.8402 -0.20
C -1.1080 -18.8306 -7.5727 -1.09
C -2.5411 -19.1778 -7.9677 -0.66
C -2.9487 -20.2250 -6.9059 -0.03
O -2.2146 -19.7111 -5.7105 0.10
C -1.1011 -18.7940 -6.0250 0.33
H -0.6576 -18.0426 -8.1763 0.49
H -0.4740 -19.6328 -7.9504 0.37
H -2.6506 -19.6028 -8.9654 0.53
H -3.2381 -18.3432 -7.8914 0.06
H -2.6561 -21.1902 -7.3193 0.48
H -4.0195 -20.0829 -6.7595 -0.26
H -0.0930 -19.0620 -5.7089 0.01
H -1.2445 -17.7365 -5.8034 -0.08
C 1.0620 -12.2827 -1.6375 -0.87
C 1.3742 -13.5591 -2.3930 -0.33
C 0.0603 -14.3824 -2.4314 -0.02
O -0.7494 -13.9092 -1.3371 0.55
C -0.3516 -12.5693 -1.0964 -0.61
H 1.0865 -11.4606 -2.3528 0.29
H 1.7720 -12.0623 -0.8404 0.29
H 2.1890 -14.0808 -1.8910 0.10
H 1.6073 -13.3621 -3.4394 0.45
H 0.2620 -15.4530 -2.3969 -0.24
H -0.5545 -14.2883 -3.3266 0.25
H -0.3342 -12.2412 -0.0571 0.32
H -1.1030 -11.9697 -1.6103 0.34
C 0.7022 -16.9095 2.4478 -0.55
C 0.7932 -15.3960 2.9289 -0.80
C -0.2460 -14.6736 2.1667 -0.40
O -0.4032 -15.5102 0.9525 0.32
C 0.5971 -16.6767 0.9827 0.06
H -0.2692 -17.3216 2.7208 0.26
H 1.5836 -17.4737 2.7526 0.38
H 1.7457 -14.8714 2.8539 0.32
H 0.4843 -15.3007 3.9699 0.38
H 0.0197 -13.6371 1.9592 0.22
H -1.1849 -14.6045 2.7161 0.37
H 1.5374 -16.4746 0.4699 0.25
H 0.2466 -17.5347 0.4090 -0.23
C 2.7763 -18.1421 -4.8815 -0.50
C 4.0819 -17.7999 -4.1693 -0.72
C 3.7050 -16.7547 -3.2233 -0.50
O 2.4364 -17.1680 -2.7815 -0.34
C 1.7794 -17.8779 -3.7808 0.43
H 2.7452 -19.1583 -5.2745 0.39
H 2.7121 -17.4335 -5.7073 0.29
H 4.7047 -17.3852 -4.9619 0.35
H 4.5719 -18.6346 -3.6679 0.28
H 3.6163 -15.7682 -3.6784 0.25
H 4.3657 -16.5757 -2.3750 0.37
H 0.9057 -17.4123 -4.2367 -0.15
H 1.4525 -18.7323 -3.1881 -0.14
C -6.0861 -21.5717 -2.0979 -0.60
C -6.3524 -22.0970 -3.5100 -0.63
C -4.9555 -21.9521 -4.1472 -0.80
O -4.2564 -20.8699 -3.5228 1.07
C -4.8289 -20.7259 -2.2579 0.52
H -6.0370 -22.3894 -1.3788 0.32
H -6.9394 -21.0196 -1.7040 0.25
H -7.1151 -21.4108 -3.8782 0.18
H -6.7279 -23.1134 -3.6289 0.48
H -5.1810 -21.6946 -5.1820 0.22
H -4.3506 -22.8457 -3.9931 0.52
H -5.2532 -19.7229 -2.3041 -0.42
H -3.9954 -20.7556 -1.5562 -0.22
C -6.7225 -15.9801 -1.6891 0.48
C -6.7916 -16.4930 -0.2383 -0.31
O -8.1515 -16.6747 -0.0674 -0.40
S -8.8288 -17.3423 -1.3798 0.90
O -10.3011 -16.9709 -1.4524 -0.53
O -8.2859 -18.6863 -1.5187 -0.42
O -7.9240 -16.3235 -2.3747 -0.31
H -5.8551 -16.4272 -2.1748 -0.45
H -6.6655 -14.8930 -1.6332 0.24
H -6.3887 -15.8454 0.5404 0.38
H -6.3947 -17.4704 0.0358 0.23
C -4.8257 -13.2639 -3.6201 0.88
C -4.0180 -12.8919 -4.8594 -0.46
O -4.8239 -12.9601 -6.0287 -0.33
S -6.3803 -12.8906 -5.6288 1.05
O -7.1854 -13.8249 -6.4658 -0.50
O -6.8170 -11.5194 -5.5254 -0.53
O -6.0831 -13.5640 -4.1112 -0.31
H -4.7730 -12.5515 -2.7969 0.44
H -4.3747 -14.1927 -3.2706 -0.80
H -3.1586 -13.5549 -4.9593 0.17
H -3.7546 -11.8438 -4.7170 0.44